Entry 1:
This record from OMol25 describes C19H32NO3P2Ti as an isolated structure. The level of theory is ωB97M-V/def2-TZVPD.

Summary:
Charge: +1
Max |F| in eV/A: 4.01
E in eV: -69538.3070
Kohn-Sham gap in eV: 5.212

CARTESIAN COORDINATES (ANGSTROEM)
C  -0.741  3.960  -1.574
C  -0.914  2.639  -1.068
N  0.019  2.200  -0.136
C  0.984  3.017  0.306
C  1.064  4.345  -0.059
C  0.210  4.811  -1.052
C  -2.009  1.806  -1.399
P  -2.449  0.251  -0.679
Ti  -0.322  0.258  0.797
P  2.195  0.694  1.360
C  1.953  2.501  1.340
C  -0.084  -2.123  0.569
C  -1.183  -2.849  1.029
C  -1.115  -4.250  1.187
C  0.029  -4.951  0.829
C  1.095  -4.236  0.281
C  1.022  -2.837  0.102
O  0.033  1.234  -5.963
O  0.662  -3.188  -4.448
H  -1.381  4.248  -2.421
H  1.802  4.952  0.428
H  0.303  5.834  -1.391
C  -4.000  0.587  0.202
C  -2.944  -1.017  -1.882
H  2.961  2.905  1.174
H  1.615  2.749  2.362
H  -0.884  1.281  -5.730
H  -2.794  2.283  -2.012
C  2.771  0.167  2.974
C  3.621  0.406  0.229
H  -2.126  -2.340  1.257
H  -1.975  -4.789  1.584
H  0.081  -6.035  0.959
H  1.988  -4.774  -0.010
H  1.836  -2.332  -0.426
H  1.064  -0.295  -0.388
H  1.213  -2.890  -3.699
H  0.252  -2.380  -4.720
H  0.402  1.907  -5.296
H  1.499  0.319  -0.522
H  -4.785  0.859  -0.506
H  -4.304  -0.297  0.771
H  -3.834  1.416  0.890
H  -3.712  -0.654  -2.582
H  -2.072  -1.367  -2.453
H  -3.350  -1.862  -1.304
H  4.499  0.918  0.649
H  3.801  -0.680  0.123
H  3.445  0.786  -0.794
H  3.773  0.607  3.110
H  2.067  0.520  3.745
H  2.812  -0.938  2.980
C  -0.570  -0.893  3.847
C  -0.595  -0.117  2.600
O  -1.267  0.991  2.356
H  0.019  -1.802  3.671
H  -1.579  -1.230  4.136
H  -0.100  -0.326  4.666


Entry 2:
This record from OMol25 describes a 4-piece molecular cluster, C37H45BN2O4PS2 overall. The level of theory is ωB97M-V/def2-TZVPD.

Summary:
Charge: -1
Max |F| in eV/A: 5.02
E in eV: -81897.7846
Kohn-Sham gap in eV: 5.796

CARTESIAN COORDINATES (ANGSTROEM)
C  -3.832  -3.128  0.288
C  -2.578  -2.105  0.050
O  -2.482  -1.961  -1.408
C  -2.996  -0.734  0.756
O  -1.922  0.257  0.783
B  -2.465  1.464  1.508
C  -2.431  2.714  0.465
C  -1.446  3.934  0.763
C  0.127  3.532  0.838
S  0.646  2.393  -0.547
C  2.392  2.843  -0.938
S  2.711  4.455  -1.361
N  3.552  1.927  -0.956
C  4.063  1.599  0.388
C  5.610  1.355  0.502
C  6.278  0.957  1.840
C  5.425  0.769  3.122
C  3.899  1.035  3.024
C  3.234  1.430  1.682
C  3.291  0.667  -1.688
C  2.366  -0.452  -1.146
C  2.208  -1.743  -1.981
C  2.987  -1.907  -3.317
C  3.916  -0.795  -3.910
C  4.053  0.499  -3.052
P  -1.640  1.672  3.218
N  -2.466  0.710  4.241
O  -1.707  3.244  3.918
O  -0.034  0.985  3.213
H  -3.684  -3.575  1.331
H  -3.905  -3.928  -0.521
H  -4.814  -2.521  0.336
H  -1.651  -2.607  0.496
H  -1.968  -2.721  -1.767
H  -3.277  -0.980  1.853
H  -3.925  -0.345  0.183
H  -3.619  1.200  1.710
H  -2.214  2.283  -0.590
H  -3.503  3.153  0.391
H  -1.510  4.640  -0.158
H  -1.760  4.609  1.649
H  0.461  3.195  1.875
H  0.688  4.527  0.641
H  6.239  1.463  -0.451
H  7.403  0.773  1.836
H  5.864  0.447  4.124
H  3.228  0.902  3.951
H  2.108  1.581  1.674
H  1.849  -0.245  -0.141
H  1.539  -2.562  -1.563
H  2.900  -2.868  -3.918
H  4.497  -0.921  -4.886
H  4.734  1.345  -3.422
H  -2.838  1.304  5.011
H  -1.123  3.276  4.707
H  0.187  0.690  2.294
C  -0.143  0.434  -4.457
C  -1.314  -0.056  -5.027
C  -1.388  -0.258  -6.402
C  -0.286  0.023  -7.207
C  0.886  0.510  -6.636
C  0.957  0.720  -5.262
H  -0.086  0.595  -3.385
H  -2.169  -0.281  -4.398
H  -2.303  -0.634  -6.847
H  -0.342  -0.139  -8.279
H  1.745  0.726  -7.263
H  1.868  1.104  -4.818
C  -3.700  3.477  6.518
C  -3.168  2.562  7.422
C  -3.600  2.556  8.744
C  -4.573  3.460  9.162
C  -5.109  4.372  8.258
C  -4.669  4.384  6.938
H  -3.358  3.482  5.486
H  -2.414  1.852  7.094
H  -3.180  1.847  9.450
H  -4.914  3.452  10.192
H  -5.869  5.076  8.584
H  -5.083  5.099  6.235
C  2.213  -7.878  -3.532
C  2.005  -8.014  -4.901
C  1.417  -6.979  -5.622
C  1.046  -5.804  -4.975
C  1.258  -5.667  -3.607
C  1.837  -6.705  -2.884
H  2.668  -8.687  -2.969
H  2.300  -8.927  -5.406
H  1.249  -7.087  -6.688
H  0.593  -4.995  -5.538
H  0.970  -4.750  -3.103
H  1.996  -6.600  -1.816


Entry 3:
This record from OMol25 describes C2H2N2O2 as an isolated structure. The level of theory is ωB97M-V/def2-TZVPD.

Summary:
ΔE to the lowest compared entry with this formula, charge and spin in eV: 1.5449
Charge: 0
Max |F| in eV/A: 0.40
E in eV: -9180.2414
Kohn-Sham gap in eV: 11.206

CARTESIAN COORDINATES (ANGSTROEM)
O  -0.732  1.325  1.292
C  -0.302  0.448  0.389
N  -0.483  0.593  -0.896
O  0.186  -0.507  -1.422
C  0.676  -1.175  -0.384
N  0.405  -0.659  0.769
H  -0.989  2.131  0.819
H  1.284  -2.042  -0.599


Entry 4:
This record from OMol25 describes a 2-piece molecular cluster, C6H8N2O2 overall. The level of theory is ωB97M-V/def2-TZVPD.

Summary:
ΔE to the lowest compared entry with this formula, charge and spin in eV: 1.6825
Charge: 0
Max |F| in eV/A: 5.76
Structure (SMILES): O=c1cc[nH]c(=O)[nH]1.C=C
E in eV: -13425.6908
Kohn-Sham gap in eV: 10.008

CARTESIAN COORDINATES (ANGSTROEM)
O  1.393  -1.750  2.139
C  1.214  -0.673  1.629
C  0.373  -0.479  0.439
C  0.259  0.737  -0.153
N  0.878  1.843  0.352
C  1.708  1.777  1.377
O  2.419  2.713  1.719
N  1.702  0.570  2.107
H  -0.149  -1.257  -0.170
H  -0.347  0.974  -1.066
H  1.109  2.605  -0.389
H  2.644  0.469  2.693
C  -1.826  -1.691  -1.423
C  -2.441  -0.798  -2.109
H  -1.949  -1.646  -0.355
H  -1.203  -2.431  -1.833
H  -3.237  -0.215  -1.633
H  -2.548  -0.748  -3.324


Number 1: HOMO -0.3591 Ha. Number 2: HOMO -0.1652 Ha. Number 3: HOMO -0.3835 Ha. Number 4: HOMO -0.3506 Ha.